This record from the OMol25 dataset describes a 2-piece molecular cluster, C24H54BN2O6P overall in a non-equilibrium geometry. The level of theory is the ωB97M-V functional and the def2-TZVPD basis.

As for the frontier orbital gap: 8.80 eV. As for the max |F|: 3.94 eV/Å. The total energy comes out at -1873.9626 Eh. As for the total charge: 0.

Last column: Mulliken charge in e.
Atoms and positions in Å:
P1 1.1227 -1.2499 1.5872  0.09
O1 3.3955 2.4088 -3.7511  -0.41
O2 1.8351 3.9640 -4.0884  -0.47
O3 -0.8553 -3.5187 -1.7229  -0.02
O4 -2.5918 1.4180 0.6609  -0.58
O5 -1.4838 -1.4367 0.3405  0.24
O6 -0.8253 2.1800 1.9314  -0.68
N1 0.9542 3.4354 2.7744  0.89
N2 -0.6203 -2.1170 -1.9601  -0.38
C1 0.7500 -0.2188 3.0680  -1.01
C2 -2.8649 -3.9026 -4.9030  -1.91
C3 -3.9283 -3.8465 -2.5485  0.95
C4 3.8712 1.7287 -2.5738  -0.66
C5 2.7928 3.5813 -3.5146  0.19
C6 -0.2539 0.5914 -0.0774  -0.56
C7 -4.0465 -2.8326 -1.4107  -1.24
C8 -0.1554 -0.9272 0.2139  1.50
C9 -0.1029 4.3806 2.4317  -0.57
C10 2.2339 4.4712 4.7328  -1.31
C11 0.7325 -2.9049 2.3295  -0.62
C12 1.4101 -0.8927 -1.9612  -1.42
C13 0.4495 -1.6800 -1.0466  -0.78
C14 0.2296 5.8755 2.4687  -1.37
C15 -2.7085 -3.4911 -3.4405  1.26
C16 -1.4284 -4.1283 -2.8722  -1.45
C17 2.6464 -0.2210 -1.3443  -0.68
C18 2.7312 1.2864 -1.6498  -0.10
C19 -2.0996 -1.6409 1.5950  -1.09
C20 1.3205 3.3704 4.1824  -0.75
C21 -5.2438 -3.9077 -3.3223  -1.72
C22 3.0122 2.2688 2.0321  -1.42
C23 0.4195 -4.0704 1.3955  -1.03
C24 2.0646 3.4423 1.8350  -0.82
B1 -1.2361 1.4300 0.8606  1.14
H1 -3.2061 -2.8956 -0.7244  -0.14
H2 1.3591 0.6876 3.0673  -0.16
H3 -3.5068 -3.2103 -5.4511  0.38
H4 1.7070 5.4104 4.8922  0.29
H5 0.8340 -0.1418 -2.5153  0.77
H6 -4.9768 -2.9731 -0.8492  0.47
H7 -0.0865 -2.7763 3.0407  0.35
H8 0.9749 -2.5649 -0.6735  0.10
H9 -4.0607 -1.8148 -1.8176  0.34
H10 2.8475 1.8237 -0.7036  -0.57
H11 3.7217 2.2380 1.2037  0.47
H12 -1.6597 -5.1395 -2.5241  0.42
H13 -3.7390 -4.8276 -2.0914  0.17
H14 2.4513 1.3334 2.0319  0.23
H15 3.5553 -0.7047 -1.7177  0.85
H16 0.3893 3.3410 4.7531  0.41
H17 0.7499 1.0357 -0.0602  -0.74
H18 -3.1528 -1.3794 1.4761  0.26
H19 2.6491 4.3759 1.8327  0.52
H20 -5.3901 -3.0011 -3.9203  0.33
H21 -1.8965 -3.8969 -5.4135  0.47
H22 -5.3123 -4.7678 -3.9920  0.38
H23 3.5942 2.3228 2.9519  0.38
H24 0.1320 2.3100 2.0182  0.17
H25 -1.6847 -1.0063 2.3752  0.47
H26 1.6318 -3.1357 2.9127  0.57
H27 -0.5690 6.4359 1.9805  0.43
H28 -0.4470 4.1310 1.4237  0.23
H29 1.1575 6.0982 1.9399  0.27
H30 -0.2508 -2.0757 -2.9099  0.52
H31 1.3032 -4.3985 0.8399  0.33
H32 0.0868 -4.9325 1.9811  0.40
H33 -2.6142 -2.4003 -3.4114  0.17
H34 4.5830 2.3842 -2.0568  0.40
H35 3.0754 4.6661 4.0658  0.27
H36 -0.6592 -4.2140 -3.6577  0.26
H37 1.7332 -1.6215 -2.7127  0.71
H38 2.6473 -0.3843 -0.2662  -0.21
H39 1.8010 2.4052 4.3595  0.32
H40 -2.0263 -2.6878 1.9094  0.32
H41 1.6110 3.3721 0.8389  0.60
H42 -0.6410 0.6605 -1.1046  0.12
H43 3.3281 4.1767 -2.7504  0.37
H44 -0.9495 4.1794 3.0922  0.43
H45 1.0483 -0.8146 3.9360  0.61
H46 -0.2834 0.0885 3.2003  0.38
H47 -6.0809 -3.9636 -2.6204  0.46
H48 -0.3616 -3.8266 0.6756  0.02
H49 1.7838 1.6269 -2.0782  0.49
H50 2.6444 4.1577 5.6940  0.41
H51 -2.8469 1.2327 -0.2494  0.30
H52 -3.2762 -4.9117 -5.0071  0.32
H53 0.3183 6.2528 3.4866  0.29
H54 4.4331 0.8747 -2.9524  0.36

Atoms 1-6, force components in eV/Å:
P 0.098 -0.176 -0.180
O -0.313 -0.582 -0.095
O -0.750 0.326 -0.647
O -0.280 0.149 -0.039
O -0.305 0.407 -0.365
O 0.183 -0.260 -0.083

---

This record from the OMol25 dataset describes one molecule with the formula C6H12O2. The level of theory is the ωB97M-V functional and the def2-TZVPD basis.

As for the frontier orbital gap: 10.16 eV. As for the max |F|: 0.77 eV/Å. The total energy comes out at -386.2674 Eh. As for the total charge: 0. The value obtained for the energy above the lowest of the compared OMol25 structures with the same formula, charge and spin is 33.08 kcal/mol.

Last column: Mulliken charge in e.
Atoms and positions in Å:
O1 2.4236 0.6892 -1.1795  -0.56
O2 0.6675 1.3444 0.7521  -0.66
C1 1.4804 -0.2906 -0.8204  -1.02
C2 -1.2234 -0.1966 1.8698  -1.31
C3 -0.5838 -0.6846 0.6086  0.63
C4 0.2260 0.3448 -0.1591  1.62
C5 -0.6515 0.9855 -1.2431  -1.58
C6 -0.7452 -1.9223 0.1683  -1.34
H1 -1.7993 -0.9880 2.3405  0.43
H2 -1.1023 0.2170 -1.8641  0.37
H3 -0.2961 -2.2841 -0.7392  0.26
H4 1.9245 -1.0192 -0.1301  0.44
H5 -1.4426 1.5735 -0.7826  0.39
H6 -1.3475 -2.6293 0.7127  0.33
H7 2.7375 1.0998 -0.3638  0.34
H8 1.2060 -0.7962 -1.7459  0.33
H9 0.9055 2.1220 0.2341  0.37
H10 -0.4581 0.1556 2.5579  0.28
H11 -1.8795 0.6453 1.6553  0.28
H12 -0.0415 1.6337 -1.8714  0.42

Atoms 1-6, force components in eV/Å:
O 0.180 0.371 -0.080
O 0.091 0.120 0.170
C -0.213 -0.150 0.365
C 0.057 -0.058 -0.013
C 0.120 0.257 0.146
C 0.004 -0.299 -0.708

---

This record from the OMol25 dataset describes a 2-piece molecular cluster, C5H16N3 overall in a non-equilibrium geometry. The level of theory is the ωB97M-V functional and the def2-TZVPD basis.

As for the frontier orbital gap: 9.92 eV. As for the max |F|: 6.73 eV/Å. The total energy comes out at -364.0493 Eh. As for the total charge: +1. The value obtained for the energy above the lowest of the compared OMol25 structures with the same formula, charge and spin is 79.11 kcal/mol.

Last column: Mulliken charge in e.
Atoms and positions in Å:
N1 1.2347 -2.3777 1.3088  -0.34
N2 -0.5367 -1.7451 -0.0180  -0.34
N3 1.6171 -1.4444 -1.1107  -0.19
C1 -1.6387 1.9255 0.5932  -0.51
C2 1.5711 0.0111 -1.3561  -0.47
C3 0.7984 -1.8938 0.0651  0.29
C4 -3.0215 1.3698 0.2304  -0.98
C5 1.8895 0.7509 -0.0537  -0.90
H1 0.6611 0.3070 -1.9422  0.23
H2 -3.5829 2.1476 0.8517  0.25
H3 0.6312 -2.8942 1.8825  0.24
H4 -1.7673 2.7780 1.2710  0.42
H5 2.4532 0.2194 -2.1153  0.39
H6 -0.9094 -1.2345 -0.8087  0.25
H7 2.4227 -2.0341 -1.4950  0.34
H8 2.9523 0.3602 0.1170  0.33
H9 2.0444 1.7634 -0.1441  0.39
H10 2.2997 -2.3704 1.3275  0.30
H11 1.1752 0.3698 0.7544  0.21
H12 -3.2594 1.6465 -0.8316  0.24
H13 -3.3722 0.4211 0.3117  0.42
H14 -1.0258 1.0680 0.9023  -0.07
H15 -1.2201 -1.5816 0.6764  0.27
H16 -1.4166 2.4374 -0.4166  0.22

Atoms 1-6, force components in eV/Å:
N 3.371 2.254 -5.372
N 1.057 1.112 -2.241
N -1.209 -2.371 2.753
C -0.223 0.008 -2.527
C 1.463 0.825 -2.271
C 0.323 0.050 0.521

---

This record from the OMol25 dataset describes a 11-piece molecular cluster, C64H60N10O22 overall in a non-equilibrium geometry. The level of theory is the ωB97M-V functional and the def2-TZVPD basis.

As for the frontier orbital gap (spin up / spin down): 5.59 / 2.10 eV. As for the max |F|: 3.93 eV/Å. The total energy comes out at -4676.1089 Eh. The spin multiplicity is 2. As for the total charge: +1. As for the expectation value of S²: 0.776.

Last column: Mulliken spin population.
Atoms and positions in Å:
O1 0.3879 3.6997 -4.4295  0.00
O2 -5.0021 0.8661 -1.8183  0.00
O3 -0.3401 -3.7181 -2.4804  0.00
O4 2.4791 6.1462 4.9326  0.00
O5 6.5036 -2.8155 -6.7723  0.10
O6 4.4825 5.5656 5.4758  0.00
O7 1.5181 -0.3616 7.9494  0.00
O8 -1.5970 -2.5708 -1.1507  0.00
O9 1.0042 5.4601 -5.5821  0.00
O10 -7.8478 -4.5358 4.5315  0.00
O11 4.0326 1.0668 -3.1458  0.00
O12 -8.0427 -3.2330 2.8645  0.00
O13 7.7862 -2.2111 -1.4455  0.00
O14 2.1047 0.1036 6.0420  0.00
O15 -3.6815 -5.1867 1.7709  0.00
O16 -1.8900 0.6725 1.6772  0.00
O17 6.9536 -0.7036 -0.1178  0.00
O18 0.3989 0.6038 -0.3916  0.00
O19 -2.9716 -6.4918 3.3472  0.00
O20 3.1598 2.9678 -2.8888  0.00
O21 5.4506 -4.0358 -8.1279  -0.04
O22 -5.9809 -0.5000 -0.5281  0.00
N1 -5.8490 0.5763 -0.9866  0.00
N2 4.1203 2.2162 -2.8643  0.00
N3 -2.7517 -5.5710 2.5237  0.00
N4 -1.3125 -3.0147 -2.2249  0.00
N5 1.2267 0.0329 6.8509  0.00
N6 5.4483 -3.2562 -7.2071  -0.02
N7 0.5492 4.9097 -4.5285  0.00
N8 -7.3712 -3.7246 3.7540  0.00
N9 3.4494 5.3687 4.9322  0.00
N10 6.8286 -1.6762 -0.8865  0.00
C1 0.7041 0.4638 -1.7351  0.00
C2 2.8688 -3.3452 -1.4212  0.00
C3 -5.1466 -3.9153 4.9534  0.00
C4 -5.3013 -2.6779 2.8641  0.00
C5 3.0436 -2.1294 -0.8320  0.00
C6 -1.9027 1.3013 0.4392  0.00
C7 7.7160 2.2948 -1.4512  0.00
C8 -0.1215 7.2942 -1.0818  0.00
C9 -2.1579 -2.6065 -3.3391  0.00
C10 5.4336 2.7680 -2.3495  0.00
C11 -3.7996 -3.5766 5.0853  0.00
C12 -6.9486 2.8032 -1.2080  0.00
C13 -8.3927 2.4100 1.1884  0.00
C14 -1.1650 -0.6006 1.7031  0.00
C15 -1.3825 -5.0624 2.4115  0.00
C16 -2.7781 0.0454 5.4719  0.00
C17 0.9450 -4.9123 3.1115  0.00
C18 0.4994 7.8545 -2.1951  0.00
C19 4.1711 3.0765 4.1269  0.00
C20 0.2213 5.7171 -3.3857  0.00
C21 -3.3172 -1.7673 -3.1161  0.00
C22 3.9263 1.8870 3.3914  0.00
C23 1.8117 -2.5610 -6.7120  0.25
C24 6.8187 4.4687 -1.4943  0.00
C25 -7.6377 1.4134 0.6215  0.00
C26 1.7729 -1.7955 -5.5446  0.19
C27 -0.1541 0.1110 6.4464  0.00
C28 4.2169 -2.6771 -6.6018  0.28
C29 5.3271 -3.5953 -1.6151  0.00
C30 -4.2612 -1.6597 -4.0781  0.00
C31 2.7026 1.6734 2.7163  0.00
C32 5.6590 4.1063 -2.1069  0.00
C33 -7.8130 3.8102 -0.7842  0.00
C34 -2.3850 -0.6595 6.5961  0.00
C35 -5.9578 -3.4229 3.8931  0.00
C36 -3.9539 -2.3171 3.0280  0.00
C37 -6.7948 1.6040 -0.4888  0.00
C38 -0.5392 1.5926 -0.1540  0.00
C39 -1.8734 -3.0615 -4.6310  0.00
C40 -0.5444 5.9668 -1.1240  0.00
C41 1.2537 -3.9910 2.0992  0.00
C42 1.9225 3.7738 3.6776  0.00
C43 -2.8519 -2.8305 -5.5934  0.00
C44 1.6766 2.5688 3.0678  0.00
C45 -0.3700 -5.4454 3.2991  0.00
C46 0.6636 7.0286 -3.3243  0.00
C47 -0.3228 5.1283 -2.2349  0.00
C48 0.3066 -3.7254 1.1512  0.00
C49 2.9217 -1.6470 -4.7461  -0.02
C50 -0.9776 -4.1810 1.3723  0.00
C51 -8.5849 3.6148 0.3605  0.00
C52 5.4873 -2.2844 -1.0684  0.00
C53 6.4728 1.8555 -2.0929  0.00
C54 7.8988 3.6408 -1.1653  0.00
C55 3.1824 4.1060 4.1604  0.00
C56 -1.7663 0.7728 4.7572  0.00
C57 -0.4525 0.8063 5.2343  0.00
C58 4.0237 -4.0917 -1.7964  0.00
C59 4.1330 -2.1453 -5.2477  0.16
C60 -4.0982 -2.1511 -5.3651  0.00
C61 4.3053 -1.5049 -0.7579  0.00
C62 -3.2410 -2.8295 4.0948  0.00
C63 -1.1259 -0.5166 7.1138  0.00
C64 3.0117 -2.8834 -7.2995  0.00
H1 -1.0812 -3.7694 -4.8251  0.00
H2 -0.9662 -0.9988 8.0669  0.00
H3 8.8078 4.0337 -0.7345  0.00
H4 1.1001 4.4715 3.7352  0.00
H5 -2.5561 0.7075 -0.2000  0.00
H6 2.1163 -1.6808 -0.5075  0.00
H7 2.8414 -0.8861 -3.9839  0.03
H8 -1.5458 -1.5098 1.2379  0.00
H9 -3.0772 -1.2898 7.1345  0.00
H10 2.2717 -3.6354 2.0377  0.00
H11 -0.1367 2.3025 0.5687  0.00
H12 1.5120 -0.2220 -1.9901  0.00
H13 0.9073 -1.2404 -5.2146  0.01
H14 1.7650 -5.3465 3.6642  0.00
H15 -0.1893 0.1888 -2.2958  0.00
H16 -0.4781 -6.2006 4.0635  0.00
H17 2.4868 0.7219 2.2532  0.00
H18 -7.8349 4.7384 -1.3360  0.00
H19 -5.0761 -0.9997 -3.8198  0.00
H20 -7.4620 0.5565 1.2550  0.00
H21 3.9508 -5.0810 -2.2235  0.00
H22 4.6112 1.0526 3.4216  0.00
H23 -1.0658 -0.9623 2.7266  0.00
H24 0.5377 -2.8849 0.5136  0.00
H25 0.7455 8.9032 -2.1170  0.00
H26 -0.1263 -0.3748 1.4619  0.00
H27 -0.4262 4.0607 -2.1087  0.00
H28 0.6945 2.4782 2.6279  0.00
H29 -5.8987 -2.4483 1.9942  0.00
H30 6.8693 5.5409 -1.3757  0.00
H31 -8.6864 2.1878 2.2037  0.00
H32 -9.2316 4.3253 0.8537  0.00
H33 -3.2409 -3.9435 5.9336  0.00
H34 1.1223 1.3936 -2.1208  0.00
H35 6.3521 0.8084 -2.3285  0.00
H36 -3.4800 -1.1928 -2.2162  0.00
H37 0.9609 7.6496 -4.1564  0.00
H38 -6.4146 2.9893 -2.1281  0.00
H39 -0.8366 2.1929 -1.0138  0.00
H40 -2.4448 2.2320 0.6068  0.00
H41 4.8389 4.7996 -2.2216  0.00
H42 5.0709 3.2452 4.6999  0.00
H43 4.3150 -0.5004 -0.3613  0.00
H44 -5.5870 -4.5248 5.7286  0.00
H45 4.9740 -2.0261 -4.5807  0.02
H46 -4.7743 -2.0036 -6.1944  0.00
H47 -0.9036 5.5066 -0.2154  0.00
H48 -0.1897 7.8309 -0.1471  0.00
H49 1.8746 -3.7665 -1.4421  0.00
H50 -1.9703 1.4598 3.9492  0.00
H51 8.4787 1.5625 -1.2314  0.00
H52 -3.7985 0.1242 5.1269  0.00
H53 0.2526 1.2314 4.5353  0.00
H54 6.0884 -4.1495 -2.1440  0.00
H55 -1.8713 -3.8693 0.8522  0.00
H56 -3.4577 -1.6139 2.3754  0.00
H57 -2.2011 -2.5700 4.2278  0.00
H58 0.9291 -2.9885 -7.1643  0.01
H59 3.1528 -3.3782 -8.2491  0.01
H60 -2.8433 -3.2748 -6.5777  0.00

Atoms 1-6, force components in eV/Å:
O -0.003 0.789 -0.056
O -0.073 0.520 -0.117
O -0.186 0.047 0.284
O 1.197 -0.659 0.102
O -0.910 0.576 0.988
O 1.415 -0.206 0.445